No. 1
10 unconnected molecules or ions with the total composition C20H30N10 at a distorted geometry. Source: the OMol25 dataset; level of theory: ωB97M-V/def2-TZVPD.

Properties
F_max = 6.2 eV Å⁻¹
LUMO = -0.0065 Ha
gap between HOMO and LUMO = 10.879 eV
SMILES string = CC#N.CC#N.CC#N.CC#N.CC#N.CC#N.CC#N.CC#N.CC#N.CC#N
energy relative to the best compared isomer or geometry (same formula, charge and spin) = 47.9 kcal per mole

Cartesian coordinates (Å):
C (-18.66168, -3.76981, -15.73396)
C (-19.62749, -4.75781, -15.90471)
N (-20.43590, -5.51541, -16.08062)
H (-17.94929, -4.04572, -14.95648)
H (-19.12395, -2.87117, -15.32549)
H (-18.09186, -3.64812, -16.65516)
C (-10.20305, -4.62219, -16.18948)
C (-10.98199, -5.81520, -16.48952)
N (-11.49056, -6.82349, -16.73581)
H (-9.16914, -4.85951, -16.44009)
H (-10.39253, -4.30775, -15.16316)
H (-10.51971, -3.81484, -16.84980)
C (-10.44271, 1.73044, -11.22615)
C (-9.48546, 2.27262, -12.15259)
N (-8.73559, 2.78197, -12.94343)
H (-10.04544, 1.82134, -10.21520)
H (-10.62739, 0.65872, -11.29976)
H (-11.40707, 2.23752, -11.25743)
C (-9.72453, -4.23353, -10.51541)
C (-10.94374, -4.97297, -10.57771)
N (-11.93748, -5.57318, -10.65262)
H (-9.98246, -3.28479, -10.04481)
H (-9.27760, -4.35944, -11.50157)
H (-9.02887, -4.80101, -9.89727)
C (-18.70999, -1.76213, -12.81458)
C (-19.49102, -2.94175, -12.75250)
N (-20.01347, -3.97003, -12.80083)
H (-19.10324, -1.07937, -12.06139)
H (-18.83332, -1.32806, -13.80679)
H (-17.64360, -1.83130, -12.59985)
C (-16.10809, -6.47973, -12.73814)
C (-15.67811, -6.02026, -14.03908)
N (-15.27098, -5.70731, -15.06704)
H (-17.19308, -6.49792, -12.84093)
H (-15.93070, -5.78425, -11.91781)
H (-15.69392, -7.45537, -12.48380)
C (-6.12558, -1.03757, -9.46340)
C (-7.47511, -0.84409, -10.03928)
N (-8.55165, -0.75128, -10.41583)
H (-5.88675, -0.58777, -8.49968)
H (-5.35248, -0.56073, -10.06592)
H (-5.89173, -2.10079, -9.51798)
C (-12.05243, -8.45349, -12.53288)
C (-12.06349, -9.31536, -11.32534)
N (-12.16157, -10.01983, -10.42584)
H (-12.29182, -7.46062, -12.15210)
H (-12.98222, -8.70722, -13.04201)
H (-11.21407, -8.53513, -13.22468)
C (-7.60605, -0.88338, -15.32146)
C (-7.92311, -2.06931, -14.53988)
N (-8.19206, -3.00875, -13.86343)
H (-8.53024, -0.31523, -15.42717)
H (-7.16618, -0.97406, -16.31464)
H (-6.82747, -0.41360, -14.72044)
C (-12.52235, -2.23364, -12.60008)
C (-13.93561, -2.79049, -12.58234)
N (-14.99818, -3.29136, -12.61784)
H (-12.19645, -2.20088, -11.56046)
H (-12.53735, -1.24700, -13.06312)
H (-11.90029, -2.85090, -13.24826)

=====

No. 2
7 unconnected molecules or ions with the total composition C40H74INO9S at a distorted geometry. Source: the OMol25 dataset; level of theory: ωB97M-V/def2-TZVPD.

Properties
F_max = 5.4 eV Å⁻¹
LUMO = -0.0489 Ha
gap between HOMO and LUMO = 7.584 eV
SMILES string = COCC1=C(N=C=S)C(=O)c2cccc(C[C@H](C)I)c2C1=O.CCOCC.CCOCC.CCOCC.CCOCC.CCOCC.CCOCC

Cartesian coordinates (Å):
C (1.41050, -4.28242, -1.68730)
O (0.12225, -4.06598, -1.05765)
C (-0.80455, -3.38242, -1.96964)
C (-0.71355, -1.80548, -1.75927)
C (-1.78258, -0.97309, -1.29026)
N (-3.09547, -1.57491, -0.96435)
C (-3.88297, -1.52026, -1.99247)
S (-5.01795, -1.39354, -3.18089)
C (-1.56484, 0.61798, -1.05894)
O (-2.45294, 1.47720, -1.30513)
C (-0.07457, 0.97245, -0.49576)
C (0.15227, 2.12913, 0.51991)
C (1.65020, 2.33412, 1.01649)
C (2.80722, 1.40250, 0.50977)
C (2.56609, 0.23839, -0.52015)
C (3.79047, -0.68549, -0.96075)
C (4.22023, -0.56702, -2.50794)
C (5.84236, -0.71842, -2.61500)
I (3.48616, 1.26985, -3.46392)
C (1.10837, 0.05468, -1.01389)
C (0.69592, -1.07045, -2.06734)
O (1.32944, -1.39010, -3.10235)
H (2.08728, -3.37373, -1.43073)
H (1.36546, -4.35937, -2.83108)
H (1.91636, -5.18300, -1.18278)
H (-0.67451, -3.72884, -3.05146)
H (-1.85096, -3.75675, -1.64370)
H (-0.72411, 2.76360, 0.88198)
H (1.84192, 3.18351, 1.77417)
H (3.86874, 1.53770, 0.89605)
H (4.70683, -0.37477, -0.32751)
H (3.52532, -1.76040, -0.62765)
H (3.81148, -1.50903, -3.04059)
H (6.31875, 0.06255, -1.93345)
H (6.06225, -1.77629, -2.19511)
H (6.18435, -0.67516, -3.70167)
C (4.71982, 4.79575, -9.50239)
C (5.29261, 3.80086, -8.50818)
O (4.79660, 3.96713, -7.18799)
C (3.39537, 3.80999, -7.01344)
C (2.88881, 2.42787, -7.38835)
H (4.85915, 5.82005, -9.14645)
H (5.20732, 4.68891, -10.47423)
H (3.64789, 4.64555, -9.64867)
H (6.37460, 3.94752, -8.45140)
H (5.13700, 2.77064, -8.84567)
H (2.85392, 4.58911, -7.56006)
H (3.19620, 3.97911, -5.95204)
H (3.00121, 2.23520, -8.45815)
H (1.82940, 2.32881, -7.13960)
H (3.45028, 1.65481, -6.85685)
C (2.27199, 5.24090, 6.98529)
C (1.77840, 5.52215, 5.57699)
O (1.89412, 4.40947, 4.70144)
C (1.16561, 3.24262, 5.05944)
C (-0.32878, 3.45940, 5.11591)
H (3.29262, 4.84944, 6.96509)
H (2.25422, 6.15322, 7.58590)
H (1.64900, 4.49815, 7.48844)
H (2.39011, 6.31885, 5.14517)
H (0.74811, 5.89310, 5.58588)
H (1.54503, 2.83324, 6.00135)
H (1.37350, 2.49610, 4.28845)
H (-0.60663, 4.14700, 5.91850)
H (-0.84511, 2.51264, 5.29204)
H (-0.69043, 3.89019, 4.17805)
C (-0.96396, -4.98553, 4.96238)
C (-0.89024, -3.54915, 4.47505)
O (0.02053, -3.35941, 3.40248)
C (-0.24924, -4.07978, 2.20655)
C (-1.58464, -3.72734, 1.57572)
H (0.03285, -5.36063, 5.21015)
H (-1.59962, -5.05682, 5.84814)
H (-1.37969, -5.64746, 4.19910)
H (-0.53538, -2.92006, 5.29600)
H (-1.88190, -3.17238, 4.20255)
H (-0.17026, -5.15750, 2.38498)
H (0.54655, -3.82162, 1.50408)
H (-2.42154, -4.03027, 2.21019)
H (-1.69584, -4.22921, 0.61269)
H (-1.66544, -2.64734, 1.42300)
C (-4.49710, 2.38537, 4.51997)
C (-4.42420, 3.82392, 4.02855)
O (-3.52070, 4.00726, 2.94314)
C (-3.78818, 3.28462, 1.75726)
C (-5.12543, 3.61944, 1.12026)
H (-3.49795, 2.00785, 4.75397)
H (-5.12121, 2.31633, 5.41396)
H (-4.92470, 1.72416, 3.76306)
H (-4.05734, 4.45309, 4.84418)
H (-5.41840, 4.20250, 3.76879)
H (-3.69805, 2.20898, 1.94176)
H (-2.99130, 3.54763, 1.05659)
H (-5.96071, 3.31053, 1.75345)
H (-5.22800, 3.11106, 0.15854)
H (-5.21727, 4.69747, 0.96197)
C (-3.42870, 4.13485, -2.65900)
C (-3.51604, 3.12943, -3.79489)
O (-4.37415, 3.53974, -4.85152)
C (-4.02105, 4.73986, -5.52384)
C (-2.66299, 4.67781, -6.20189)
H (-4.42674, 4.38954, -2.29127)
H (-2.84045, 3.72886, -1.83430)
H (-2.95430, 5.06480, -2.98144)
H (-3.93157, 2.19706, -3.40390)
H (-2.52210, 2.88571, -4.18516)
H (-4.07998, 5.59175, -4.83848)
H (-4.78582, 4.90158, -6.28771)
H (-1.85385, 4.58640, -5.47330)
H (-2.48633, 5.58376, -6.78679)
H (-2.60354, 3.81115, -6.86596)
C (1.04441, -8.15930, 2.73393)
C (1.61447, -9.15482, 3.72884)
O (1.10632, -8.99624, 5.04544)
C (-0.29549, -9.16279, 5.20794)
C (-0.78943, -10.54734, 4.82487)
H (1.17498, -7.13546, 3.09513)
H (1.54019, -8.25936, 1.76552)
H (-0.02562, -8.31507, 2.57860)
H (2.69508, -9.00219, 3.79490)
H (1.46764, -10.18469, 3.38639)
H (-0.83760, -8.38557, 4.65916)
H (-0.50530, -8.99884, 6.26783)
H (-0.66670, -10.73630, 3.75567)
H (-1.85014, -10.65422, 5.06428)
H (-0.22709, -11.31805, 5.35894)